(1)
{
  "formula": "C26H32N4O4PPdS2",
  "method": "the ωB97M-V functional and the def2-TZVPD basis",
  "symbols": ["Pd", "C", "C", "C", "C", "C", "C", "C", "C", "C", "S", "C", "N", "H", "H", "H", "H", "H", "H", "H", "H", "C", "P", "C", "C", "C", "C", "C", "C", "C", "H", "H", "H", "H", "H", "H", "H", "H", "H", "H", "H", "C", "C", "S", "O", "O", "C", "C", "N", "C", "N", "C", "C", "N", "O", "O", "C", "H", "H", "H", "H", "H", "H", "H", "H", "H", "H", "H", "H", "H"],
  "xyz": [[0.039, 0.688, -0.307], [-1.970, 2.446, -2.206], [-2.633, 1.151, -1.844], [-3.872, 0.819, -2.422], [-4.489, -0.347, -2.075], [-3.878, -1.207, -1.138], [-4.479, -2.425, -0.714], [-3.866, -3.246, 0.214], [-2.634, -2.892, 0.737], [-1.992, -1.699, 0.336], [-0.485, -1.329, 0.997], [-2.640, -0.827, -0.612], [-2.039, 0.337, -0.972], [-2.664, 3.277, -2.079], [-1.672, 2.440, -3.257], [-1.102, 2.639, -1.583], [-4.327, 1.501, -3.130], [-5.447, -0.617, -2.506], [-5.441, -2.702, -1.131], [-4.343, -4.163, 0.533], [-2.146, -3.531, 1.463], [2.125, 3.020, 0.847], [0.789, 2.004, 1.547], [1.624, 0.813, 2.615], [-0.197, 3.090, 2.539], [-0.296, 2.908, 3.920], [-0.974, 3.847, 4.680], [-1.573, 4.938, 4.066], [-1.491, 5.109, 2.686], [-0.814, 4.181, 1.919], [1.712, 3.825, 0.240], [2.791, 2.403, 0.242], [2.691, 3.458, 1.670], [2.265, 1.334, 3.326], [2.244, 0.160, 2.001], [0.903, 0.203, 3.157], [0.169, 2.062, 4.413], [-1.031, 3.730, 5.754], [-2.117, 5.658, 4.664], [-1.959, 5.965, 2.218], [-0.760, 4.310, 0.841], [8.212, -1.518, -1.625], [7.507, -0.350, -2.314], [5.933, -0.891, -2.928], [6.049, -2.124, -3.655], [4.918, -0.822, -1.865], [5.398, 0.380, -4.087], [4.075, -0.072, -4.714], [3.095, -0.374, -3.628], [2.364, 0.542, -2.917], [1.674, -0.043, -1.878], [1.982, -1.315, -1.927], [2.870, -1.540, -3.044], [3.315, -2.872, -3.471], [3.733, -2.995, -4.589], [3.249, -3.683, -2.572], [2.326, 1.970, -3.238], [9.184, -1.178, -1.281], [8.374, -2.344, -2.314], [7.658, -1.873, -0.758], [8.044, 0.007, -3.196], [7.275, 0.476, -1.639], [6.151, 0.515, -4.863], [5.304, 1.291, -3.491], [4.211, -0.978, -5.289], [3.662, 0.691, -5.366], [1.617, -2.057, -1.228], [2.025, 2.127, -4.279], [3.315, 2.423, -3.113], [1.623, 2.467, -2.580]],
  "spin_multiplicity": 5,
  "s_squared": 6.05,
  "charge": 3,
  "orbital_gap_ev": [7.32, 4.63],
  "e_homo_ev": [-16.2, -16.7]
}

=====

(2)
{
  "formula": "C70H73N6O2P3Sc",
  "method": "the ωB97M-V functional and the def2-TZVPD basis",
  "symbols": ["Sc", "C", "C", "C", "C", "C", "C", "C", "N", "N", "C", "C", "C", "C", "C", "C", "N", "C", "C", "C", "C", "C", "C", "N", "H", "H", "H", "H", "H", "H", "H", "H", "H", "H", "H", "H", "H", "H", "H", "H", "H", "H", "H", "H", "C", "C", "C", "C", "C", "C", "C", "C", "P", "C", "C", "C", "C", "C", "C", "C", "C", "C", "C", "C", "C", "C", "O", "C", "C", "C", "C", "C", "C", "P", "C", "C", "C", "C", "C", "C", "C", "C", "C", "C", "C", "C", "H", "H", "H", "H", "H", "H", "H", "H", "H", "H", "H", "H", "H", "H", "H", "H", "H", "H", "H", "H", "H", "H", "H", "H", "H", "H", "H", "H", "H", "H", "H", "H", "C", "C", "P", "C", "C", "C", "C", "H", "H", "H", "H", "H", "H", "H", "H", "H", "H", "H", "H", "H", "H", "H", "N", "C", "O", "C", "C", "C", "N", "C", "C", "H", "H", "H", "H", "H", "H"],
  "xyz": [[-0.047, 1.149, -0.177], [1.166, 4.116, -0.956], [0.972, 4.001, -2.444], [1.057, 2.603, -2.994], [1.350, 2.475, -4.343], [1.536, 1.228, -4.910], [1.455, 0.120, -4.084], [1.132, 0.321, -2.764], [0.889, 1.522, -2.205], [0.126, 3.477, -0.106], [-1.192, 4.099, -0.316], [-2.251, 3.291, 0.375], [-3.476, 3.833, 0.700], [-4.440, 3.022, 1.287], [-4.134, 1.696, 1.540], [-2.882, 1.227, 1.195], [-1.949, 2.000, 0.615], [0.549, 3.732, 1.299], [1.787, 2.924, 1.558], [2.839, 3.376, 2.324], [3.992, 2.603, 2.401], [4.044, 1.403, 1.716], [2.932, 0.998, 1.006], [1.821, 1.743, 0.910], [1.227, 5.173, -0.676], [2.124, 3.654, -0.715], [1.804, 4.550, -2.889], [0.075, 4.514, -2.802], [1.455, 3.372, -4.940], [1.765, 1.127, -5.962], [1.616, -0.884, -4.448], [1.077, -0.539, -2.111], [-1.416, 4.132, -1.383], [-1.198, 5.130, 0.054], [-3.674, 4.877, 0.500], [-5.408, 3.428, 1.549], [-4.842, 1.029, 2.010], [-2.591, 0.210, 1.416], [-0.249, 3.453, 1.986], [0.744, 4.799, 1.444], [2.772, 4.331, 2.826], [4.839, 2.943, 2.982], [4.917, 0.768, 1.750], [2.930, 0.048, 0.491], [-4.703, -4.612, 3.168], [-3.960, -3.331, 2.802], [-4.643, -2.136, 3.502], [-2.501, -3.351, 3.255], [-1.988, -4.159, 4.262], [-0.694, -3.975, 4.731], [0.079, -2.925, 4.260], [-0.404, -2.096, 3.249], [0.346, -0.472, 2.834], [2.048, -0.633, 3.481], [2.902, -1.589, 2.927], [4.211, -1.715, 3.363], [4.695, -0.874, 4.359], [3.859, 0.087, 4.907], [2.544, 0.210, 4.472], [-0.459, 0.519, 4.165], [-0.459, 0.066, 5.487], [-1.119, 0.773, 6.477], [-1.804, 1.942, 6.167], [-1.819, 2.399, 4.861], [-1.150, 1.687, 3.872], [-1.647, -2.401, 2.715], [-2.045, -1.672, 1.608], [-2.966, -2.277, 0.777], [-2.771, -2.091, -0.589], [-3.710, -2.635, -1.460], [-4.779, -3.363, -0.957], [-4.881, -3.616, 0.403], [-3.964, -3.079, 1.302], [-1.064, -1.611, -1.062], [-0.203, -3.068, -0.378], [1.064, -2.950, 0.177], [1.742, -4.078, 0.626], [1.145, -5.325, 0.545], [-0.126, -5.449, -0.001], [-0.794, -4.330, -0.468], [-0.984, -1.961, -2.862], [-1.799, -1.298, -3.782], [-1.695, -1.562, -5.140], [-0.768, -2.485, -5.604], [0.058, -3.139, -4.702], [-0.046, -2.878, -3.341], [-4.688, -4.764, 4.246], [-4.263, -5.486, 2.685], [-5.751, -4.542, 2.882], [-4.640, -2.285, 4.582], [-5.677, -2.046, 3.167], [-4.120, -1.200, 3.291], [-2.601, -4.935, 4.697], [-0.306, -4.625, 5.503], [1.057, -2.744, 4.685], [2.527, -2.263, 2.173], [4.851, -2.479, 2.941], [5.711, -0.979, 4.715], [4.224, 0.737, 5.693], [1.913, 0.968, 4.916], [0.060, -0.847, 5.750], [-1.104, 0.410, 7.496], [-2.323, 2.490, 6.942], [-2.353, 3.307, 4.608], [-1.175, 2.037, 2.853], [-3.581, -2.545, -2.530], [-5.504, -3.791, -1.637], [-5.679, -4.250, 0.762], [1.537, -1.974, 0.236], [2.738, -3.996, 1.041], [1.671, -6.200, 0.899], [-0.593, -6.422, -0.074], [-1.777, -4.442, -0.908], [-2.529, -0.577, -3.447], [-2.348, -1.053, -5.836], [-0.698, -2.701, -6.662], [0.777, -3.867, -5.052], [0.599, -3.413, -2.656], [7.291, 1.547, -1.001], [5.930, 2.191, -1.264], [4.647, 1.194, -2.161], [5.349, 1.253, -3.869], [5.159, 2.595, -4.575], [5.066, -0.567, -1.710], [3.849, -1.476, -1.475], [8.012, 2.302, -0.688], [7.691, 1.064, -1.893], [7.244, 0.798, -0.210], [6.064, 3.081, -1.885], [5.491, 2.554, -0.332], [4.856, 0.457, -4.435], [6.409, 0.990, -3.827], [4.128, 2.725, -4.906], [5.802, 2.665, -5.451], [5.407, 3.437, -3.927], [5.706, -0.562, -0.829], [5.682, -0.976, -2.512], [2.974, -0.885, -1.193], [4.042, -2.197, -0.678], [3.582, -2.048, -2.365], [-6.733, 1.503, -4.746], [-5.629, 2.277, -4.779], [-5.477, 3.211, -5.532], [-4.519, 1.944, -3.798], [-4.635, 1.136, -2.677], [-3.533, 0.963, -1.855], [-2.342, 1.526, -2.079], [-2.244, 2.301, -3.168], [-3.288, 2.541, -4.037], [-7.474, 1.715, -5.396], [-6.822, 0.684, -4.175], [-5.565, 0.651, -2.409], [-3.616, 0.333, -0.980], [-1.275, 2.739, -3.364], [-3.176, 3.188, -4.896]],
  "spin_multiplicity": 1,
  "charge": 3,
  "orbital_gap_ev": 6.71,
  "e_homo_ev": -14.4
}

=====

(3)
{
  "formula": "C5H8O",
  "method": "the ωB97M-V functional and the def2-TZVPD basis",
  "symbols": ["O", "C", "C", "C", "C", "C", "H", "H", "H", "H", "H", "H", "H", "H"],
  "xyz": [[-1.215, -1.526, 0.847], [-1.091, -0.158, 0.693], [-0.983, 0.381, -0.702], [0.445, -0.121, -0.833], [1.527, 0.711, -0.183], [0.774, -0.264, 0.632], [-0.302, -1.842, 0.662], [-1.732, 0.336, 1.442], [-1.693, 0.014, -1.442], [-1.028, 1.476, -0.646], [0.725, -0.816, -1.617], [2.521, 0.462, -0.584], [1.419, 1.758, 0.066], [0.633, -0.411, 1.665]],
  "spin_multiplicity": 1,
  "orbital_gap_ev": 9.68,
  "smiles": "O[C@@H]1C[C@H]2C[C@H]21",
  "e_homo_ev": -8.5
}

=====

(4)
{
  "formula": "C23H19BrIN3O4Re",
  "method": "the ωB97M-V functional and the def2-TZVPD basis",
  "symbols": ["Re", "C", "C", "N", "C", "C", "C", "O", "C", "C", "N", "C", "C", "C", "C", "C", "C", "I", "C", "O", "H", "H", "H", "H", "H", "H", "H", "H", "H", "H", "H", "H", "C", "C", "N", "H", "H", "H", "Br", "C", "C", "C", "C", "C", "C", "C", "O", "O", "H", "H", "H", "H"],
  "xyz": [[-0.012, 1.106, -0.852], [0.618, 1.591, 3.819], [-0.275, 0.487, 3.384], [-0.808, -0.310, 4.251], [-1.581, -1.336, 3.929], [-1.837, -1.677, 2.612], [-2.745, -2.849, 2.301], [-3.696, -2.554, 1.302], [-1.294, -0.862, 1.587], [-1.518, -1.230, 0.227], [-1.355, -0.538, -0.870], [-1.798, -1.137, -2.074], [-2.802, -2.119, -2.057], [-3.168, -2.807, -3.198], [-2.566, -2.526, -4.413], [-1.640, -1.497, -4.485], [-1.282, -0.812, -3.336], [0.116, 0.819, -3.555], [-0.529, 0.291, 1.967], [-0.028, 1.109, 1.139], [0.566, 1.707, 4.897], [0.347, 2.520, 3.321], [1.648, 1.364, 3.539], [-1.996, -1.893, 4.757], [-3.220, -3.180, 3.225], [-2.138, -3.682, 1.921], [-4.525, -2.270, 1.703], [-1.887, -2.241, 0.112], [-3.333, -2.334, -1.140], [-3.924, -3.572, -3.129], [-2.839, -3.072, -5.303], [-1.201, -1.231, -5.432], [-3.101, 4.464, -0.699], [-2.184, 3.394, -0.777], [-1.450, 2.505, -0.853], [-4.124, 4.091, -0.773], [-2.924, 5.171, -1.514], [-2.984, 4.992, 0.251], [8.517, 0.275, -0.051], [6.640, 0.530, -0.208], [6.155, 1.497, -1.087], [4.791, 1.653, -1.224], [3.923, 0.829, -0.507], [4.421, -0.125, 0.381], [5.781, -0.262, 0.551], [2.467, 0.954, -0.699], [1.912, 2.070, -0.888], [1.717, -0.066, -0.678], [6.839, 2.104, -1.659], [4.385, 2.390, -1.900], [3.735, -0.747, 0.937], [6.184, -0.982, 1.244]],
  "spin_multiplicity": 4,
  "s_squared": 3.77,
  "charge": 2,
  "orbital_gap_ev": [6.82, 5.08],
  "e_homo_ev": [-13.6, -13.6]
}

=====

(5)
{
  "formula": "C23H24FN5O4S",
  "method": "the ωB97M-V functional and the def2-TZVPD basis",
  "symbols": ["N", "C", "O", "C", "N", "S", "C", "C", "N", "H", "H", "C", "O", "N", "C", "C", "C", "C", "C", "C", "C", "H", "H", "F", "H", "H", "H", "H", "C", "C", "C", "C", "C", "O", "H", "H", "H", "H", "C", "O", "N", "H", "C", "H", "C", "C", "C", "H", "H", "C", "H", "H", "H", "H", "H", "H", "H", "H"],
  "xyz": [[2.475, 2.963, -5.354], [1.387, 2.372, -4.827], [0.328, 2.254, -5.422], [1.582, 1.867, -3.453], [2.742, 1.966, -2.841], [2.718, 1.315, -1.365], [1.046, 0.834, -1.449], [0.552, 1.209, -2.707], [-0.691, 1.029, -3.161], [-1.301, 0.431, -2.624], [-0.871, 1.296, -4.120], [0.269, 0.065, -0.498], [-0.831, -0.383, -0.843], [0.769, -0.188, 0.741], [1.756, 0.640, 1.400], [3.166, 0.096, 1.358], [4.212, 0.910, 1.780], [5.515, 0.450, 1.769], [5.761, -0.839, 1.329], [4.741, -1.670, 0.908], [3.442, -1.193, 0.927], [2.638, -1.833, 0.601], [4.966, -2.670, 0.573], [7.030, -1.294, 1.311], [6.334, 1.072, 2.093], [4.003, 1.913, 2.120], [1.740, 1.644, 0.966], [1.449, 0.747, 2.448], [0.078, -1.128, 1.623], [-0.410, -2.348, 0.902], [0.155, -3.118, -0.073], [-0.749, -4.181, -0.311], [-1.787, -3.985, 0.542], [-1.590, -2.879, 1.280], [-2.690, -4.535, 0.716], [-0.632, -4.975, -1.020], [1.080, -2.945, -0.585], [0.810, -1.436, 2.381], [-1.060, -0.392, 2.377], [-0.930, -0.069, 3.541], [-2.112, -0.122, 1.605], [-2.062, -0.379, 0.623], [-3.288, 0.589, 2.050], [-3.112, 0.849, 3.096], [-3.524, 1.821, 1.167], [-4.367, 1.280, 0.016], [-5.357, 0.359, 0.728], [-5.787, -0.383, 0.057], [-6.172, 0.954, 1.142], [-4.546, -0.286, 1.861], [-5.125, -0.345, 2.781], [-4.238, -1.298, 1.598], [-4.861, 2.067, -0.550], [-3.739, 0.706, -0.667], [-2.586, 2.266, 0.837], [-4.088, 2.570, 1.723], [3.322, 3.014, -4.813], [2.442, 3.327, -6.290]],
  "spin_multiplicity": 1,
  "orbital_gap_ev": 8.06,
  "e_homo_ev": -8.4
}

=====

Number 1: E -76040.399 eV. Number 2: E -135361.681 eV. Number 3: E -7357.346 eV. Number 4: E -117077.968 eV. Number 5: E -53435.269 eV.